(1)
A cluster of 12 separate species, C24H64NO11 in total in a non-equilibrium geometry, computed with wB97M-V/def2-TZVPD.

Structure (XYZ):
```
100
Properties=species:S:1:pos:R:3:forces:R:3
H -1.7235 4.1247 -6.3380 -0.2 0.1 -0.1
H 2.1305 3.8671 2.9998 0.1 -0.1 0.0
H 0.6918 -3.4066 4.7452 0.2 0.0 0.1
H 5.3455 -2.0294 -8.2798 0.1 -0.2 -0.1
H 1.2202 -0.0467 0.7591 -1.2 -1.0 0.9
H -0.7768 3.1681 5.7416 0.0 0.2 0.1
H 3.7647 4.1648 2.3586 -0.1 0.2 0.1
H -2.9549 -0.8790 1.5060 1.9 0.1 0.4
H -3.3006 3.3266 -6.0569 -0.1 0.2 -0.1
H -0.7216 -1.3001 -3.2821 0.2 -0.1 0.0
C -3.4607 3.4326 2.1816 1.7 -0.4 -4.3
H -1.3186 -1.2172 -0.6610 0.5 1.7 0.6
C -1.1572 -0.1107 -0.3658 -0.6 -0.3 -1.7
H -0.9205 0.8825 1.5229 -0.6 -0.6 -0.7
H 4.4962 -5.8532 -4.7769 -0.1 0.1 -0.2
H -0.5647 0.8552 4.4227 0.0 -1.7 -0.9
C 3.2066 0.1892 -4.2268 -0.2 -0.1 -0.2
H -3.8584 3.3559 3.2470 0.6 0.3 -1.8
H -0.2118 0.2690 -0.8842 -1.4 -0.4 0.8
H -2.3264 -0.4914 7.7835 -0.1 -0.2 0.0
C -2.4345 0.7030 -0.8685 -0.4 1.4 -0.5
H -2.2983 5.8023 -0.4407 -0.4 -1.8 0.5
H -1.5560 -2.0832 1.5778 -0.4 1.9 0.1
O 3.2773 0.3634 -5.6337 0.0 -0.1 -0.2
H -2.2093 1.0208 -1.9592 -0.3 -0.6 1.7
H 2.7027 -2.9496 -6.3036 0.1 -0.1 0.1
H -2.6453 -0.3791 3.9355 1.4 -0.7 -0.9
H 0.8442 -3.0823 -7.6480 -0.1 0.0 0.2
H -3.4145 -5.1458 4.9729 -0.1 0.1 0.2
H -0.0358 -0.8305 4.8883 -0.6 1.1 -1.3
H -2.0752 5.6862 5.5699 0.1 -0.1 0.1
O 5.7091 -0.0172 -8.0208 -0.1 0.0 0.1
H -0.7193 -1.4991 -5.0622 0.3 -0.1 0.1
C -3.0754 4.7610 1.4755 0.1 -2.8 -1.2
C -2.6881 2.0845 -0.0882 -0.3 3.1 1.6
C -4.3250 -3.5706 4.3042 0.0 -0.4 0.0
O 1.5562 -3.1832 5.1127 -0.1 0.2 -0.4
H 5.1183 -3.5432 -6.3026 0.0 -0.1 0.1
O 4.2982 -5.2422 -5.4978 -0.1 -0.1 0.1
H 2.9485 -0.8486 -3.9979 0.0 0.0 0.2
C 5.3148 -4.2505 -5.4968 0.1 -0.2 0.2
H 6.7147 -1.6180 -7.1996 0.1 -0.2 -0.1
C 0.8395 -0.1626 2.9433 0.4 -0.3 0.6
C 6.1864 -1.3489 -8.1186 -0.2 0.2 0.2
C 0.4778 -0.6045 1.4469 2.0 1.4 0.5
H 6.2876 -4.7211 -5.6584 0.1 0.2 0.0
H 1.6781 -0.8764 3.2955 -1.4 1.1 -0.5
H -1.7379 -1.9722 3.8673 -0.1 1.6 -0.8
H -3.2042 5.7176 2.0999 0.3 -1.5 -1.4
C -0.3911 -0.1991 3.9911 0.5 -0.4 0.5
H -3.9772 0.0563 7.3634 0.0 -0.2 0.1
C -0.6703 -0.7789 -4.2425 -0.2 -0.2 -0.2
H 2.4268 -3.0832 6.9678 -0.1 0.0 -0.2
H -0.9313 5.0117 4.3830 -0.2 0.1 -0.1
H 5.3098 -3.7198 -4.5408 0.2 0.2 -0.1
C -2.5491 4.7807 0.0054 -0.9 -3.2 2.3
O 3.3770 2.2368 2.9885 0.0 -0.2 -0.1
H 6.8727 -1.4169 -8.9629 -0.1 0.1 0.1
H 2.0345 -4.6057 -6.4073 0.2 0.1 0.2
H 4.3199 2.0627 3.1032 -0.2 -0.1 0.0
O -2.4514 0.8618 6.2286 0.1 0.3 -0.1
O -3.7588 -4.3308 5.3600 0.2 0.0 0.0
H 3.5129 3.9599 4.1182 -0.1 0.2 -0.1
H 4.1790 0.4234 -3.7931 -0.1 0.0 -0.1
H -5.1342 -4.1362 3.8361 0.0 0.2 -0.2
H -2.5099 4.2167 4.6637 0.0 0.2 -0.1
H 2.4529 0.8635 -3.8109 0.1 0.0 0.2
O -1.1091 3.9740 6.1571 0.0 -0.3 0.1
H -1.9530 3.4951 -1.8513 -0.7 -0.3 1.8
C -2.3534 3.4329 -0.7752 -1.0 0.5 3.2
C -2.4804 3.8774 -5.5897 0.1 -0.2 -0.1
H -3.3988 0.0697 -0.9533 1.6 0.9 0.6
C 3.1898 3.6396 3.1249 0.3 0.0 0.1
H 1.2034 -4.3613 6.7714 0.0 0.1 0.2
H 0.7005 -2.6499 6.9154 0.1 -0.1 0.2
H -4.7233 -2.6411 4.7126 0.1 -0.1 0.0
C -2.9993 -0.2242 6.9653 0.0 0.2 0.2
C -3.2515 2.1318 1.3736 0.8 2.0 -1.1
H -3.1136 -1.0803 6.2988 0.0 0.1 0.0
C 1.8471 -3.5868 -6.0651 0.0 -0.1 -0.4
H 2.4057 0.1498 -5.9919 0.3 0.1 -0.1
H 1.6908 -3.5920 -4.9856 -0.1 0.0 -0.1
H -2.3608 1.6046 6.8409 0.0 0.0 -0.2
C -1.7372 -0.8966 3.4539 0.1 0.0 0.6
H -2.8679 4.7976 -5.1517 0.1 -0.1 0.0
H 0.5855 -1.7234 1.2700 -0.6 1.5 0.2
H 5.1049 0.0130 -7.2673 0.0 0.2 -0.1
H -3.4932 1.1223 1.8740 0.2 1.9 -0.8
O -1.8983 3.0891 -4.5610 0.2 -0.1 0.1
H -3.5531 -3.3398 3.5643 -0.2 0.1 -0.2
C -1.8606 -1.0027 1.8546 -1.3 -1.4 0.9
H 1.2988 0.8917 3.0212 -0.6 -1.7 -0.7
H 0.2677 -0.2261 -4.3038 -0.1 0.0 0.0
H -1.5630 2.2801 -4.9758 -0.2 0.1 0.4
O -1.7528 0.1376 -4.3461 -0.1 0.1 0.2
C -1.6899 4.7659 5.1305 0.1 -0.2 0.0
H -2.5679 -0.3775 -4.2895 0.1 0.2 -0.2
O 0.6793 -3.0758 -6.6966 -0.2 0.3 -0.1
C 1.4622 -3.3292 6.5240 -0.2 -0.1 0.0
N -0.9154 -0.0798 1.1103 0.6 -1.2 0.7
```
Forces are in eV/Å.

Frontier orbital gap = 9.1 eV
LUMO level = -0.085 Eh
Net charge = +1
Multiplicity = 1
Energy above the lowest of the compared OMol25 structures with the same formula, charge and spin = 3.1027 eV

These are the Mulliken partial charges, in e, on atoms 1 to 99: H 0.27; H 0.17; H 0.26; H 0.16; H 0.39; H 0.26; H 0.28; H 0.53; H 0.26; H 0.16; C -0.66; H 0.18; C -0.72; H 0.47; H 0.29; H -0.46; C -0.55; H 0.48; H 0.33; H 0.28; C 0.01; H 0.35; H 0.43; O -0.47; H 0.04; H 0.11; H 0.09; H 0.29; H 0.29; H 0.09; H 0.33; O -0.51; H 0.38; C -0.40; C 0.19; C -0.38; O -0.45; H -0.13; O -0.49; H 0.21; C -0.25; H 0.20; C -0.19; C -0.44; C -0.75; H 0.33; H 0.41; H -0.07; H 0.34; C 0.28; H 0.30; C -0.34; H 0.23; H 0.24; H 0.29; C -0.63; O -0.50; H 0.29; H 0.31; H 0.29; O -0.42; O -0.51; H 0.27; H 0.31; H 0.39; H -0.06; H 0.23; O -0.53; H 0.29; C -0.43; C -0.60; H 0.41; C -0.50; H 0.27; H 0.21; H 0.18; C -0.49; C -0.03; H 0.07; C -0.44; H 0.30; H 0.25; H 0.27; C 0.01; H 0.22; H 0.33; H 0.27; H 0.20; O -0.39; H 0.04; C -0.99; H 0.00; H -0.02; H 0.22; O -0.45; C -0.23; H 0.25; O -0.52; C -0.52

(2)
An isolated molecule of C4H11N3 in a non-equilibrium geometry, computed with wB97M-V/def2-TZVPD.

Structure (XYZ):
```
18
Properties=species:S:1:pos:R:3:forces:R:3
H -2.5653 -0.7626 -1.4673 -0.6 -0.2 0.2
H 1.0013 2.1798 -0.7779 0.1 -0.2 0.1
N -2.6016 -0.1152 -0.6789 0.6 -0.2 -0.6
H -1.2220 1.2424 1.2625 0.0 -0.1 -0.7
C 0.5244 0.4099 0.2113 -0.4 0.3 -0.1
H -0.4244 1.5846 -1.2453 -0.4 -0.2 0.3
C -1.7429 -0.7364 0.3804 0.1 0.7 -0.9
H -2.0749 0.6257 -1.1266 -0.1 0.5 0.4
H 2.8188 -1.6172 -0.5139 0.0 -0.2 0.4
H 3.0818 -0.1004 -0.9062 -0.2 0.4 0.2
N 2.8337 -0.6844 -0.1120 -0.3 0.7 -0.9
H -2.4472 -1.2227 1.0713 0.6 0.0 0.0
H -0.5417 -0.0663 2.0618 0.2 -0.3 -0.6
C 1.5633 -0.4008 0.4529 -1.0 -1.3 0.0
N 0.4678 1.3234 -0.8744 1.2 0.7 -0.4
H 1.2612 -1.2250 1.0924 0.4 0.3 0.7
H -1.0644 -1.4213 -0.1505 -0.4 -0.5 0.7
C -0.7652 0.2657 1.0291 0.0 -0.2 1.1
```
Forces are in eV/Å.

Frontier orbital gap = 8.8 eV
LUMO level = 0.034 Eh
SMILES string = N/C=C(\N)CCN
Multiplicity = 1
Energy above the lowest of the compared OMol25 structures with the same formula, charge and spin = 2.2935 eV

Which charges does natural (NBO) predict for the atoms? In e, they are: H 0.35; H 0.38; N -0.82; H 0.22; C 0.09; H 0.36; C -0.22; H 0.33; H 0.37; H 0.36; N -0.82; H 0.20; H 0.23; C -0.04; N -0.87; H 0.18; H 0.18; C -0.46

(3)
A structure of composition CH2F3O4RhS in a non-equilibrium geometry, computed with wB97M-V/def2-TZVPD.

Structure (XYZ):
```
12
Properties=species:S:1:pos:R:3:forces:R:3
F -0.6817 -1.1844 -2.1791 -0.4 0.2 0.2
O -0.5089 1.1932 1.4515 0.6 1.4 3.0
F 0.1581 -2.1715 -0.4539 0.0 0.4 0.2
H 0.6610 1.2062 1.8996 -1.5 -0.8 -2.4
Rh -2.3838 0.5926 1.8635 -0.2 0.1 0.3
O -0.1625 1.4987 -0.9862 -1.0 -1.2 1.2
H 2.1204 0.2324 0.2545 0.7 0.5 0.1
O 1.4719 0.2868 0.9680 -0.6 -0.1 0.6
S -0.3895 0.3850 -0.0613 4.8 0.9 -2.4
F 1.3594 -0.8390 -1.6795 -0.1 0.3 0.8
O -1.7960 -0.1537 0.0809 -2.8 0.1 0.4
C 0.1518 -1.0465 -1.1582 0.4 -1.7 -2.1
```
Forces are in eV/Å.

Frontier orbital gap (spin up / spin down) = 4.4 / 4.9 eV
LUMO level (spin up / spin down) = -0.262 / -0.373 Eh
Net charge = +1
Multiplicity = 6

Which charges does natural (NBO) predict for the atoms? In e, they are: F -0.28; O -0.88; F -0.29; H 0.63; Rh 1.29; O -0.77; H 0.51; O -0.85; S 1.95; F -0.29; O -0.81; C 0.79

(4)
A cluster of 6 separate species, C33H36BNO6 in total in a non-equilibrium geometry, computed with wB97M-V/def2-TZVPD.

Structure (XYZ):
```
77
Properties=species:S:1:pos:R:3:forces:R:3
H -4.0175 4.9947 -3.3872 0.0 0.4 -0.3
O -5.1400 0.5315 -5.0204 -0.2 0.1 0.3
H 4.3165 -0.7018 3.7795 0.0 0.0 0.0
C 4.2153 -4.4193 7.3751 0.0 0.0 0.0
H 3.7884 -3.4324 7.2562 0.0 0.0 0.0
C 0.2867 -0.5327 2.3580 0.0 0.0 0.0
H 3.9688 0.5298 -1.0602 0.0 0.0 0.0
N -4.9150 4.7667 -3.8020 0.0 -1.0 0.6
C 4.6162 2.1825 -2.2649 0.0 0.0 0.0
C 2.9573 0.2054 7.2754 0.0 0.0 0.0
C -7.0709 -1.8490 -8.8100 0.0 0.0 0.0
H 2.3679 0.8010 3.9960 0.0 0.0 0.0
H -5.4874 -0.4774 -11.4680 0.0 0.0 0.0
H 4.0437 -4.9078 5.2947 0.0 0.0 0.0
C 3.4114 2.4127 -0.1975 0.0 0.0 0.0
C 3.9352 -0.4481 4.7604 0.0 0.0 0.0
C 4.5410 -0.9664 5.8961 0.0 0.0 0.0
O -3.9521 3.2814 -5.5120 0.4 -0.4 0.6
C 4.0534 -0.6367 7.1535 0.0 0.0 0.0
O -2.6321 2.5380 -2.4987 -0.3 -0.6 0.4
C -0.4781 1.4339 0.5560 0.0 0.0 -0.1
H 0.5912 -1.2943 3.0640 0.0 0.0 0.0
C -4.7386 1.5656 -1.8742 -0.4 0.2 -0.2
H -5.0607 2.6050 -1.9056 0.0 0.0 0.0
C -0.5042 0.5272 2.7809 0.0 0.0 0.0
C 5.1622 -6.1243 8.7808 0.0 0.0 0.0
C -6.3345 -1.2659 -7.7879 0.0 0.0 0.0
H 5.1330 4.0121 -3.2564 0.0 0.0 0.0
H -1.7402 0.4614 -1.9876 0.0 -0.2 -0.3
C 0.6911 -0.6130 1.0332 0.0 0.0 0.0
C 2.8400 0.3960 4.8820 0.0 0.0 0.0
H -3.1058 3.6951 -5.2977 -0.1 0.1 -0.4
H -5.5743 4.7081 -3.0340 -0.1 0.2 -0.1
H 2.9298 1.9630 0.6618 0.0 0.0 0.0
H -0.7678 2.2069 -0.1468 0.0 0.0 0.0
C 4.6482 3.5633 -2.3994 0.0 0.0 0.0
H 1.3065 -1.4400 0.7037 0.0 0.0 0.0
O -5.8264 2.5289 -4.2181 0.4 0.1 0.4
H 2.9826 4.4210 0.4200 0.0 0.0 0.0
H 5.0752 1.5546 -3.0175 0.0 0.0 0.0
O -2.7017 0.3324 -2.0432 0.0 0.4 0.4
C -0.8889 1.5099 1.8798 0.0 0.0 0.0
C 4.0586 4.3686 -1.4350 0.0 0.0 0.0
H 4.5071 -4.2090 9.4897 0.0 0.0 0.0
C -4.9871 -0.1202 -9.4119 0.0 0.0 0.0
H -7.3380 -2.0238 -10.9317 0.0 0.0 0.0
H 4.5290 -1.0375 8.0398 0.0 0.0 0.0
H -4.1753 0.5564 -9.6466 0.0 0.0 0.0
C 5.3086 -6.9528 7.6772 0.0 0.0 0.0
C 3.9961 1.6072 -1.1646 0.0 0.0 0.0
H 5.3931 -1.6277 5.8024 0.0 0.0 0.0
O -5.4557 0.7818 -2.8256 0.3 0.0 0.0
C 0.3095 0.3719 0.1326 0.0 0.0 0.0
C -5.4246 1.2408 -4.1085 -0.2 -0.2 -0.7
H 5.0256 -7.1601 5.5616 0.0 0.0 0.0
C 4.3599 -5.2490 6.2722 0.0 0.0 0.0
H 0.6358 0.3158 -0.8997 0.1 0.0 0.0
C -5.7239 -0.7008 -10.4354 0.0 0.0 0.0
H 5.4727 -6.4669 9.7593 0.0 0.0 0.0
C 2.3492 0.7204 6.1388 0.0 0.0 0.0
H -0.8189 0.5866 3.8149 0.0 0.0 0.0
C 4.6180 -4.8567 8.6293 0.0 0.0 0.0
H 4.0808 5.4453 -1.5421 0.0 0.0 0.0
H 5.7341 -7.9409 7.7950 0.0 0.0 0.0
H -6.5720 -1.4811 -6.7541 0.0 0.0 0.0
C 3.4411 3.7934 -0.3332 0.0 0.0 0.0
H -1.5053 2.3362 2.2094 0.0 0.0 0.0
C -3.2492 1.5441 -2.1673 0.4 0.4 -0.3
H -7.8844 -2.5234 -8.5748 0.0 0.0 0.0
C -6.7649 -1.5678 -10.1345 0.0 0.0 0.0
C -5.2900 -0.4030 -8.0867 0.1 0.0 -0.1
H -4.7193 0.0464 -7.2887 0.0 0.0 0.0
B -4.8558 3.5147 -4.5179 -0.2 0.6 -0.3
H 2.5769 0.4606 8.2559 0.0 0.0 0.0
H 1.4924 1.3754 6.2328 0.0 0.0 0.0
C 4.9091 -6.5146 6.4224 0.0 0.0 0.0
H -4.9586 1.1504 -0.8927 0.1 -0.1 -0.1
```
Forces are in eV/Å.

Frontier orbital gap = 9.1 eV
LUMO level = 0.010 Eh
SMILES string = NB(O)OC(=O)OCC(=O)O.c1ccccc1.c1ccccc1.c1ccccc1.c1ccccc1.c1ccccc1
Multiplicity = 1

Which charges does Mulliken predict for the atoms? In e, they are: H 0.29; O -0.43; H 0.37; C -0.21; H 0.49; C -0.46; H 0.40; N -0.59; C -0.37; C -0.33; C -0.37; H 0.48; H 0.35; H 0.37; C -0.17; C -0.55; C -0.36; O -0.43; C -0.55; O -0.55; C -0.28; H 0.46; C -0.50; H 0.28; C -0.40; C -0.36; C -0.35; H 0.36; H 0.34; C -0.50; C -0.17; H 0.30; H 0.27; H 0.49; H 0.73; C -0.42; H 0.39; O -0.39; H 0.37; H 0.36; O -0.42; C -0.66; C -0.33; H 0.36; C -0.54; H 0.35; H 0.44; H 0.35; C -0.41; C -0.49; H 0.44; O -0.35; C -0.66; C 0.61; H 0.36; C -0.55; H 0.57; C -0.30; H 0.36; C -0.53; H 0.41; C -0.45; H 0.37; H 0.36; H 0.39; C -0.56; H 0.42; C 0.80; H 0.35; C -0.38; C -0.28; H 0.44; B 0.38; H 0.38; H 0.37; C -0.33; H 0.36

(5)
A structure of composition C4H9N2Se in a non-equilibrium geometry, computed with wB97M-V/def2-TZVPD.

Structure (XYZ):
```
16
Properties=species:S:1:pos:R:3:forces:R:3
H -2.0477 -0.4264 0.1220 -0.1 -0.4 -0.3
C -0.5178 -2.0152 -0.1524 -2.0 -3.0 -0.7
H -0.8095 2.3484 -0.7833 0.3 -1.3 -0.4
N -0.1128 0.2285 -0.3226 -0.1 3.4 1.5
H 0.4657 0.4511 -1.0746 0.1 -0.1 -3.0
C 1.0148 -0.2250 0.5261 -1.3 -5.0 -0.9
H 0.1558 2.2322 0.5696 1.1 -0.3 0.5
H -1.1130 -3.0383 -0.3000 1.5 2.1 0.2
H 0.7649 -0.0866 1.5354 0.2 0.1 1.4
H -1.4151 -0.7038 -1.5301 -1.4 -0.1 -3.3
H 3.4195 0.4958 1.1999 -0.8 -0.1 -0.9
N 0.6659 -2.0254 0.2411 0.9 3.2 1.2
C -0.5643 1.6472 0.0427 1.3 1.1 -2.0
C -1.2444 -0.7608 -0.5396 2.5 0.8 3.7
Se 2.7452 0.1977 -0.1287 0.7 0.3 0.8
H -1.4071 1.6805 0.5944 -2.8 -0.7 2.1
```
Forces are in eV/Å.

Frontier orbital gap = 9.9 eV
LUMO level = -0.128 Eh
Net charge = +1
Multiplicity = 1
Energy above the lowest of the compared OMol25 structures with the same formula, charge and spin = 2.0396 eV

Which charges does natural (NBO) predict for the atoms? In e, they are: H 0.25; C 0.04; H 0.25; N -0.38; H 0.44; C -0.13; H 0.25; H 0.25; H 0.23; H 0.24; H 0.15; N -0.30; C -0.44; C -0.25; Se 0.18; H 0.23